Computed, not measured: 11 unconnected molecules or ions with the total composition C36H70BrNO35S at a distorted geometry, with ωB97M-V/def2-TZVPD.

Structure (XYZ):
```
144
Properties=species:S:1:pos:R:3:forces:R:3:mulliken_charge:R:1
H 2.23875 -2.62551 0.45513 -0.0019 -0.1390 -0.0709 0.196
N 1.41156 -2.03404 0.46996 -0.0173 0.5405 -0.0853 -0.543
C 1.63291 -0.96261 -0.17523 0.0448 -0.7261 0.3069 -0.318
C 0.56534 0.08813 -0.32129 0.5186 -0.2145 -0.0247 -0.390
C -0.05676 -0.06557 -1.70998 0.4232 0.2360 0.8267 0.039
O -1.04024 -1.11928 -1.62845 -0.2565 0.1972 -0.6449 -0.353
S -2.49273 -0.52557 -1.46559 -1.0219 0.5779 0.4697 1.023
O -2.88978 -0.44777 -0.10356 0.3778 -0.2180 -0.1676 -0.576
O -3.39270 -1.05523 -2.42442 0.7143 0.0580 0.0841 -0.492
O -2.13717 1.01863 -1.89376 0.1285 -0.0328 0.5981 -0.059
C -0.81532 1.13572 -2.27623 0.0585 -0.4052 -1.8923 -0.002
Br -0.84809 0.77294 -4.30597 0.1622 -0.2261 0.0410 -0.177
O -0.23039 2.33960 -2.14757 -0.5344 -0.1351 0.7974 -0.355
C -0.98621 3.36539 -1.46479 0.0998 0.7572 0.4909 0.311
C -0.98480 3.19533 0.04391 0.4129 0.1231 -0.4307 -1.243
H 2.59739 -0.79794 -0.66553 -0.0519 0.2344 -0.1124 0.510
H -0.15354 -0.10237 0.47091 -0.2719 0.2562 -0.0451 0.304
H 1.03147 1.06540 -0.20732 -0.1416 0.1404 -0.0674 0.219
H 0.70439 -0.32332 -2.43688 -0.0475 -0.3881 -0.0493 0.668
H -1.98511 3.49181 -1.87236 -0.0811 -0.3577 -0.1470 -0.194
H -0.45350 4.28714 -1.68172 0.1091 -0.0395 -0.2710 0.431
H 0.05154 3.26876 0.37159 0.0311 -0.2034 0.2114 0.303
H -1.41763 2.25150 0.36098 -0.1505 0.0175 0.1428 0.242
H -1.50110 4.04447 0.48530 -0.2629 -0.0790 0.0812 0.492
C 5.39477 -7.22348 2.35712 0.1498 -0.0696 -0.0100 -0.423
O 4.21037 -7.01180 3.13338 0.0367 -0.0333 -0.0084 -0.386
C 3.29938 -6.22840 2.56384 -0.0309 -0.0545 0.1145 1.019
O 3.39592 -5.70985 1.47799 -0.0118 -0.0380 -0.1134 -0.516
O 2.26811 -6.11574 3.38978 -0.0347 0.0000 0.0142 -0.405
C 1.20086 -5.28979 2.90825 -0.1662 0.0783 0.0177 -0.552
H 6.03298 -7.87323 2.94757 -0.0811 -0.0028 0.0869 0.244
H 5.16044 -7.71030 1.41285 -0.0128 0.0731 -0.0413 0.171
H 5.90895 -6.28164 2.17534 -0.0511 0.0222 -0.0636 0.212
H 0.78571 -5.69542 1.98777 0.0696 0.0369 -0.0499 0.267
H 1.54255 -4.26941 2.74856 0.0276 -0.0139 -0.0671 0.186
H 0.43898 -5.29531 3.68103 0.0683 -0.0705 0.0681 0.254
C 2.71899 -8.17814 -0.32886 -0.0682 0.2129 0.0921 -0.432
O 2.21992 -9.33450 -1.00491 -0.0323 0.0151 -0.0071 -0.345
C 3.16213 -10.21322 -1.33822 -0.0843 -0.0041 -0.0015 0.737
O 4.33969 -10.10298 -1.11509 0.0708 -0.0015 0.0179 -0.556
O 2.57810 -11.23624 -1.95906 -0.0291 -0.0250 -0.0224 -0.336
C 3.48042 -12.26326 -2.37487 0.0256 -0.1790 -0.0907 -0.629
H 1.86530 -7.54558 -0.10776 -0.0915 -0.0967 -0.0728 0.197
H 3.20325 -8.46293 0.60274 0.0630 -0.0380 -0.0379 0.191
H 3.41316 -7.63025 -0.96232 0.0847 -0.0452 0.0476 0.346
H 3.98967 -12.69782 -1.51697 0.0638 0.0694 0.0025 0.296
H 4.20800 -11.87196 -3.08315 0.0546 0.0344 0.0689 0.293
H 2.87582 -13.02359 -2.86008 -0.0971 0.0648 0.0207 0.219
C 5.64170 0.19827 4.74644 0.0264 0.3088 0.0779 -0.426
O 5.67639 -0.30305 3.40758 -0.0341 0.0533 -0.0202 -0.374
C 5.12670 -1.50738 3.27223 0.0429 0.0198 -0.0450 0.755
O 4.64031 -2.16287 4.15733 -0.0093 -0.0432 0.0527 -0.574
O 5.20957 -1.86626 1.99302 -0.0046 0.0058 -0.0985 -0.383
C 4.64996 -3.15381 1.71442 0.0056 -0.0478 -0.1845 -0.112
H 6.11956 1.17302 4.73062 0.0344 -0.0175 -0.1557 0.278
H 4.61522 0.30976 5.09125 -0.0066 -0.1234 0.0223 0.296
H 6.19345 -0.45590 5.40980 -0.0068 -0.0348 0.0295 0.060
H 3.59153 -3.17096 1.95585 0.0346 -0.0423 0.1985 -0.231
H 5.17260 -3.93058 2.26450 -0.0448 0.0318 0.1206 0.247
H 4.77414 -3.33476 0.65044 0.0920 0.1267 -0.0114 0.373
C -2.65294 3.51192 -4.72202 -0.0054 -0.0070 0.0143 -0.925
O -3.03290 4.84679 -4.35622 0.0774 -0.1198 -0.1471 -0.074
C -2.80762 5.76521 -5.29423 -0.0035 -0.0055 0.0998 0.710
O -2.32866 5.56197 -6.37908 0.0728 0.0281 0.0054 -0.592
O -3.20938 6.94150 -4.82029 -0.0241 0.0221 0.0271 -0.304
C -3.04498 8.03832 -5.72457 -0.0186 0.1940 -0.0625 -0.592
H -2.88738 2.87899 -3.87251 -0.0799 0.0916 0.0628 0.131
H -3.21695 3.16672 -5.58680 0.0586 0.0612 -0.0613 0.427
H -1.58768 3.46495 -4.92162 0.0113 0.0338 -0.0950 0.385
H -3.63315 7.88251 -6.62689 0.0435 -0.0501 -0.0270 0.198
H -1.99473 8.17300 -5.97571 -0.0015 -0.0727 -0.0577 0.299
H -3.40940 8.91896 -5.20498 -0.0275 -0.0669 0.0946 0.236
C -4.01726 5.54170 -8.73238 0.1452 -0.0552 0.0255 -0.536
O -4.91899 5.21461 -9.79617 0.0315 -0.0090 -0.0200 -0.323
C -6.02342 5.95433 -9.81596 0.0348 -0.0620 -0.0450 0.762
O -6.29874 6.83422 -9.04193 -0.0228 0.0568 0.0369 -0.560
O -6.77603 5.55544 -10.84102 -0.0166 -0.0202 -0.0353 -0.336
C -8.00402 6.27194 -10.98063 -0.1696 0.0232 -0.1019 -0.628
H -3.16426 4.87865 -8.82217 -0.0601 -0.0713 -0.0991 0.289
H -3.67975 6.57203 -8.82125 -0.0647 0.0292 0.0508 0.288
H -4.49114 5.38261 -7.76815 -0.0689 0.0734 -0.0061 0.227
H -7.81460 7.32937 -11.15458 0.0099 0.0175 0.0925 0.294
H -8.62645 6.14405 -10.09719 0.0452 0.0690 0.0467 0.294
H -8.50923 5.84821 -11.84347 0.0897 -0.0750 -0.0149 0.218
C -7.33255 -6.49545 -1.72013 -0.0747 -0.1675 0.0690 -0.630
O -6.96165 -5.74901 -2.87925 -0.0144 -0.0371 -0.0261 -0.329
C -6.44792 -4.54571 -2.61196 0.0060 -0.0194 -0.0567 0.803
O -6.28815 -4.08027 -1.51459 -0.0029 0.0134 0.0580 -0.548
O -6.14643 -3.95902 -3.76491 -0.0416 0.0531 -0.1265 -0.329
C -5.57829 -2.64733 -3.62907 -0.1761 -0.0031 -0.2309 -0.551
H -7.73025 -7.44048 -2.07855 0.0192 0.0342 -0.1093 0.214
H -6.46567 -6.68306 -1.08936 -0.0092 0.0848 0.0439 0.295
H -8.09970 -5.97098 -1.15365 0.0652 0.0527 0.0471 0.292
H -4.65371 -2.69077 -3.07875 0.0625 -0.0566 0.1772 0.287
H -6.28267 -1.97691 -3.14012 0.0520 -0.0288 0.1048 0.287
H -5.38356 -2.29201 -4.63742 -0.0496 -0.1122 -0.0399 0.267
C 7.05807 1.77024 10.90785 0.1115 0.2149 0.1581 -0.481
O 7.08913 1.24881 9.57766 0.0426 0.0181 -0.0097 -0.326
C 6.53101 0.04574 9.45860 0.0086 0.0442 -0.0606 0.758
O 6.02555 -0.58751 10.34749 -0.0401 -0.0317 0.0483 -0.542
O 6.62531 -0.33273 8.18513 0.0315 -0.0221 -0.1019 -0.304
C 6.05865 -1.61549 7.90575 -0.1155 -0.2752 -0.0410 -0.648
H 7.53323 2.74584 10.87553 0.0160 -0.0113 -0.1581 0.278
H 6.03307 1.88474 11.24787 -0.0098 -0.0495 0.0186 0.105
H 7.61198 1.12638 11.58844 -0.0926 -0.0770 0.0067 0.295
H 4.99276 -1.62277 8.12433 0.0122 0.0032 0.0934 0.317
H 6.55930 -2.39896 8.47107 -0.0211 0.0712 0.1273 0.346
H 6.20083 -1.80048 6.84793 0.0507 0.0543 -0.0278 0.194
C 5.53562 4.87373 16.74375 0.0481 0.1555 0.1252 -0.632
O 5.55211 4.33428 15.42041 0.0261 0.0384 -0.0203 -0.309
C 4.99555 3.12803 15.31590 0.0311 0.0380 -0.0550 0.761
O 4.50653 2.49662 16.21380 -0.0294 -0.0348 0.0514 -0.535
O 5.07623 2.74397 14.04260 0.0117 -0.0051 -0.0999 -0.276
C 4.51503 1.45558 13.77901 -0.0791 -0.2427 -0.1059 -0.589
H 6.01449 5.84648 16.68362 0.0162 -0.0161 -0.1160 0.217
H 4.51340 4.99391 17.09686 -0.0060 -0.0915 0.0261 0.293
H 6.09435 4.23586 17.42568 -0.0741 -0.0591 0.0118 0.294
H 3.45304 1.43530 14.01505 0.0217 0.0325 0.1215 0.329
H 5.03662 0.68445 14.34220 -0.0414 0.0294 0.0912 0.313
H 4.64664 1.26675 12.71900 0.0416 0.0854 -0.0176 0.146
C -5.73876 8.49211 0.84672 -0.0374 0.1465 0.1298 -0.627
O -6.27844 7.52217 -0.05150 -0.0298 0.0204 -0.0005 -0.346
C -5.36048 6.78518 -0.67800 -0.0707 -0.0103 0.0061 0.763
O -4.16822 6.88137 -0.53791 0.0615 -0.0048 0.0300 -0.554
O -5.98814 5.92832 -1.47511 -0.0511 -0.0867 0.0047 -0.375
C -5.10860 5.07639 -2.22056 -0.1805 -0.1677 0.0635 -0.287
H -6.58712 9.01287 1.28087 -0.0718 -0.0670 -0.0631 0.215
H -5.16739 8.00888 1.63700 0.0766 -0.0047 -0.0533 0.294
H -5.11118 9.20354 0.31332 0.0749 -0.0577 0.0042 0.291
H -4.50886 4.46977 -1.54161 0.0654 0.0675 -0.0104 0.203
H -4.47562 5.65963 -2.86892 0.1363 0.1396 0.0267 0.165
H -5.73950 4.42433 -2.81879 -0.1183 0.0775 0.0558 0.322
C -2.43867 -2.76205 -7.91133 -0.0826 -0.1731 0.0843 -0.568
O -2.14615 -2.03424 -9.10707 -0.0152 -0.0360 -0.0243 -0.317
C -1.53942 -0.86779 -8.90053 -0.0448 -0.0444 -0.0717 0.801
O -1.23707 -0.41182 -7.82931 0.0387 0.0740 0.1092 -0.524
O -1.32617 -0.29254 -10.08225 0.0032 -0.0002 -0.0439 -0.332
C -0.67890 0.97931 -10.00685 0.0731 0.1642 -0.0984 -0.550
H -2.92668 -3.68036 -8.22352 0.0081 0.0352 -0.1133 0.215
H -1.52329 -3.00190 -7.37405 0.0024 0.0884 0.0422 0.289
H -3.11031 -2.19420 -7.27040 0.0743 0.0534 0.0374 0.244
H 0.30381 0.88386 -9.54910 -0.0373 0.0018 0.0886 0.290
H -1.28604 1.68685 -9.44532 0.0318 -0.0321 0.0825 0.227
H -0.56991 1.32826 -11.02930 -0.0547 -0.0979 -0.0385 0.213
```
Positions in Å, forces in eV/Å.

Its SMILES is [H]/N=C/C[C@H]1OS(=O)(=O)O[C@@]1(Br)OCC.COC(=O)OC.COC(=O)OC.COC(=O)OC.COC(=O)OC.COC(=O)OC.COC(=O)OC.COC(=O)OC.COC(=O)OC.COC(=O)OC.COC(=O)OC. The calculation puts the HOMO-LUMO gap at 10.8 eV. The highest occupied orbital energy is -10.43 eV. Its strongest force on any atom is 0.0377 hartree/bohr.